Entry from the OMol25 dataset: a 2-piece molecular cluster, CHIN2O2S overall at a distorted geometry (ωB97M-V/def2-TZVPD).

The geometry in ORCA input format:
```
! RIJCOSX wB97M-V def2-TZVPD def2/J DEFGRID3
* xyz 0 1
O -2.248 2.113 0.027
O -0.932 0.116 0.326
N -0.011 -0.864 0.322
I 2.511 1.748 -0.424
H 2.066 1.068 0.959
S -2.259 0.708 -0.234
C 0.126 -1.961 -0.320
N 0.747 -2.928 -0.657
*
```

Calculated values
ΔE to the lowest compared entry with this formula, charge and spin = 80.0 kcal per mole
F_max = 3.46 eV/A
Total energy = -994.36070 hartree